{"formula": "C9H28FO9", "method": "ωB97M-V/def2-TZVPD", "species": ["F", "C", "O", "H", "H", "H", "H", "C", "C", "O", "O", "H", "H", "H", "H", "H", "H", "C", "C", "O", "O", "H", "H", "H", "H", "H", "H", "C", "C", "O", "O", "H", "H", "H", "H", "H", "H", "C", "C", "O", "O", "H", "H", "H", "H", "H", "H"], "coordinates": [[-0.0827, 17.2360, 13.5640], [-2.1895, 14.2323, 13.9737], [-1.4810, 15.1110, 14.7962], [-2.7621, 13.5278, 14.5770], [-2.8346, 14.7414, 13.2577], [-1.4866, 13.7513, 13.2935], [-1.1320, 15.8311, 14.2659], [-3.0030, 17.4934, 11.9220], [-3.4784, 18.3792, 13.1443], [-2.5655, 18.2493, 14.2327], [-1.8294, 18.0600, 11.4414], [-3.7025, 17.5159, 11.0864], [-2.6462, 16.5006, 12.1960], [-4.4596, 18.2081, 13.5872], [-3.4379, 19.4199, 12.8225], [-1.7053, 17.9205, 13.9616], [-1.1930, 17.8601, 12.1318], [1.2762, 13.7306, 10.0512], [0.4701, 14.4202, 11.1984], [0.4926, 15.8149, 11.1494], [2.6941, 13.7786, 10.3850], [0.9658, 14.3202, 9.1886], [0.9440, 12.7094, 9.8647], [0.8545, 13.9540, 12.1056], [-0.5633, 14.0937, 11.0813], [0.1900, 16.1478, 11.9974], [3.1928, 13.9905, 9.5925], [0.7371, 21.7928, 15.2110], [0.3289, 20.4688, 14.5381], [1.1745, 19.3767, 14.9363], [0.3816, 21.8749, 16.5644], [0.3095, 22.6527, 14.6955], [1.8179, 21.9339, 15.2176], [0.6512, 20.6604, 13.5146], [-0.7304, 20.2319, 14.6374], [0.9723, 18.6119, 14.3925], [0.7343, 21.1059, 17.0181], [3.0046, 16.2908, 14.7298], [3.2064, 16.5782, 13.2035], [2.5604, 17.7381, 12.7283], [1.7089, 15.7266, 14.9593], [3.0922, 17.2172, 15.2976], [3.8226, 15.6939, 15.1330], [2.9266, 15.7464, 12.5571], [4.2734, 16.7812, 13.1121], [1.6207, 17.5636, 12.8180], [1.0633, 16.3418, 14.6038]], "forces_ev_per_angstrom": [[1.050, -0.299, -0.144], [0.318, 0.079, -0.990], [-0.004, 0.081, 0.781], [0.180, 0.035, -0.108], [-0.607, 0.222, 0.350], [0.086, -0.844, 0.168], [0.018, 0.295, -0.097], [-0.575, 0.897, 0.993], [0.925, -0.691, -0.206], [-0.509, 0.076, 0.355], [1.011, 0.980, -0.619], [-0.270, -0.327, 0.264], [-1.276, -0.511, 0.384], [-0.134, -0.419, -0.430], [-0.155, 0.085, -0.408], [0.237, 0.003, -0.143], [0.695, 0.245, -0.153], [-0.244, 1.572, 0.967], [0.058, -2.008, -0.860], [1.016, 0.064, -0.240], [-1.083, 0.094, -0.375], [0.725, 0.050, -0.463], [0.065, -0.086, 0.390], [0.051, 0.403, 0.539], [-0.214, -0.272, 0.020], [-0.324, 0.270, 0.331], [-0.013, -0.018, -0.068], [0.364, -0.896, 0.552], [1.489, 0.797, -0.741], [0.201, 0.463, 1.052], [-0.812, 0.209, 0.742], [-0.279, -0.210, -0.030], [0.307, -0.275, -0.805], [-0.794, -0.024, -0.591], [0.002, 0.007, -0.003], [-0.734, -0.052, -0.095], [0.037, -0.092, 0.014], [-2.067, -0.657, 1.713], [0.515, 1.866, -1.892], [1.385, -1.098, 1.328], [3.360, -0.280, -0.103], [-0.233, 0.702, -0.551], [-0.442, -0.782, -0.459], [-0.290, -0.516, 0.466], [0.073, -0.039, 0.058], [-1.559, -0.064, -0.520], [-1.548, 0.967, -0.372]], "homo_energy_ha": [-0.345, -0.345], "s_squared": 0.7559, "multiplicity": 2, "homo_lumo_gap_ev": [9.6, 3.5], "e_lumo_ev": [0.2, -5.9]}


{"formula": "C9H28O5", "method": "ωB97M-V/def2-TZVPD", "species": ["O", "H", "H", "O", "H", "H", "C", "C", "C", "O", "H", "H", "H", "H", "H", "H", "H", "H", "C", "C", "C", "O", "H", "H", "H", "H", "H", "H", "H", "H", "C", "C", "C", "O", "H", "H", "H", "H", "H", "H", "H", "H"], "coordinates": [[-2.4245, 0.4488, 0.2048], [-2.7149, -0.4387, -0.0055], [-3.0348, 0.7476, 0.8790], [-0.8699, -0.0525, 3.0229], [-0.0894, 0.1200, 3.5494], [-0.5314, -0.2539, 2.1506], [3.2500, 2.0275, 2.8093], [2.9434, 1.1456, 1.6444], [2.1192, -0.1714, 1.8544], [2.0689, 1.9001, 0.8338], [2.3952, 2.6919, 2.9359], [4.1464, 2.5955, 2.5606], [3.2663, 1.5039, 3.7651], [3.9079, 0.8112, 1.2623], [2.4700, -0.8485, 2.6333], [2.1073, -0.7943, 0.9599], [1.1114, 0.0671, 2.1941], [1.3683, 2.1713, 1.4315], [-0.1618, 0.2481, -0.9824], [0.0649, 0.9705, 0.3950], [-0.1056, 2.4983, 0.2482], [-0.7298, 0.4633, 1.3947], [-1.1103, 0.2511, -1.5194], [0.0696, -0.7937, -0.7606], [0.5218, 0.7659, -1.6552], [1.0682, 0.7660, 0.7689], [-1.1426, 2.8129, 0.1307], [0.6003, 2.8045, -0.5238], [0.1463, 2.9326, 1.2157], [-1.6013, 0.4075, 0.9960], [-0.7719, -1.3932, -2.6507], [-1.9863, -2.3112, -2.6265], [-2.0705, -3.1634, -3.7923], [-2.0151, -3.0838, -1.4276], [-0.4752, -1.0667, -1.6540], [-0.9842, -0.4890, -3.2212], [0.0242, -1.8114, -3.2667], [-2.8815, -1.6953, -2.5404], [-2.0785, -2.5707, -4.7070], [-2.9918, -3.7388, -3.8837], [-1.3078, -3.9402, -3.8460], [-1.5706, -2.5347, -0.7776]], "forces_ev_per_angstrom": [[-6.072, 0.253, -3.425], [-0.369, -0.500, -0.352], [-1.102, 0.358, 0.141], [-2.310, -4.145, 15.495], [-0.218, -0.119, 0.983], [1.399, -3.054, 1.051], [-0.517, -0.115, 1.098], [-0.968, -1.846, 0.696], [1.100, -0.545, 1.958], [5.665, 2.284, -0.560], [0.188, 0.414, 0.068], [-0.097, 0.120, 0.551], [0.772, -0.125, 0.012], [-0.230, 0.539, -1.181], [0.656, 0.173, 0.191], [-0.171, 0.249, -0.165], [0.741, -0.295, -0.044], [0.646, 0.395, 0.096], [1.507, 3.506, 3.546], [-1.790, -0.208, -3.054], [-0.690, -0.776, 0.355], [4.307, 6.901, -12.082], [0.014, 1.263, 1.265], [1.500, 1.217, 1.514], [0.444, -0.857, -0.360], [-2.598, -0.497, -2.392], [-0.012, -0.140, -0.657], [-0.521, 0.584, 0.095], [-0.207, 0.644, -0.054], [0.747, -0.424, 0.972], [-0.642, -1.669, -2.553], [-0.023, 1.480, 1.225], [-0.871, -1.726, -2.027], [0.353, -0.389, 0.339], [-0.901, -2.984, -3.489], [-0.371, 0.099, -0.007], [0.348, -0.567, 0.413], [-0.295, 0.349, -0.454], [0.396, 0.114, -0.024], [-0.329, 0.057, 0.441], [0.450, 0.344, 0.083], [0.076, -0.361, 0.294]], "homo_energy_ha": -0.265, "homo_lumo_gap_ev": 7.3, "e_lumo_ev": 0.1}


{"formula": "C9H29Br8N3O3", "method": "ωB97M-V/def2-TZVPD", "species": ["N", "H", "H", "H", "H", "N", "H", "H", "H", "H", "N", "H", "H", "H", "H", "O", "C", "O", "O", "H", "Br", "C", "C", "Br", "H", "H", "H", "H", "Br", "C", "C", "Br", "H", "H", "H", "H", "Br", "C", "C", "Br", "H", "H", "H", "H", "Br", "C", "C", "Br", "H", "H", "H", "H"], "coordinates": [[2.7441, 3.4383, -2.4127], [1.8681, 2.9961, -2.1736], [3.3250, 2.6946, -2.7727], [3.1466, 3.8357, -1.5759], [2.7537, 4.1298, -3.1487], [-2.3277, 4.6090, -3.6605], [-2.9046, 5.2240, -3.1044], [-2.8510, 4.1170, -4.3705], [-1.8822, 3.9341, -3.0554], [-1.5038, 5.0857, -3.9981], [0.8533, 4.0637, 4.5270], [1.4007, 3.3355, 4.9633], [1.3627, 4.9351, 4.4919], [0.0301, 4.1562, 5.1047], [0.6384, 3.8272, 3.5689], [-0.4350, -0.2792, 0.0145], [-0.2648, 1.0537, -0.0419], [-0.5866, 1.6128, -1.1181], [0.1848, 1.7228, 0.8864], [-0.0896, -0.3905, 0.9033], [-1.7745, -1.1777, -5.6254], [-0.1334, -2.1268, -4.8778], [0.2707, -3.2390, -5.7198], [2.0323, -3.9561, -5.0715], [-0.2853, -2.3189, -3.8157], [0.5608, -1.2913, -4.9681], [0.4686, -2.9782, -6.7595], [-0.4030, -4.0954, -5.6906], [-7.0435, -0.4794, -1.3025], [-5.9549, -1.9366, -0.4077], [-4.8134, -2.2699, -1.3011], [-3.8046, -3.7456, -0.3955], [-6.6509, -2.7424, -0.1747], [-5.5652, -1.5528, 0.5352], [-4.2252, -1.3866, -1.5501], [-5.1126, -2.4830, -2.3274], [-1.5969, -0.9029, 5.1406], [0.1799, -1.3079, 5.9361], [0.2889, -1.0666, 7.4327], [0.4505, 0.8825, 7.6509], [0.9632, -0.9126, 5.2893], [0.2550, -2.3841, 5.7802], [1.1246, -1.5897, 7.8974], [-0.6211, -1.4667, 7.8800], [4.1526, -3.3863, 2.5286], [4.7916, -2.9128, 0.6287], [4.2674, -1.4791, 0.2178], [4.9507, -0.9251, -1.6006], [4.1931, -3.5294, -0.0420], [5.8575, -3.0972, 0.4948], [4.5361, -0.7186, 0.9510], [3.1786, -1.5256, 0.2394]], "forces_ev_per_angstrom": [[0.713, -0.341, -0.161], [-1.231, -0.059, 0.081], [0.667, -0.641, 0.159], [0.323, 0.048, 0.431], [-0.665, 0.441, -0.207], [0.915, -0.295, 0.577], [-0.403, 0.315, 0.152], [-0.249, -0.070, -0.529], [-0.317, -1.050, 0.869], [-0.146, 0.727, -0.887], [0.141, 0.097, 0.082], [0.564, -0.495, 0.048], [0.323, 0.422, 0.360], [-0.705, 0.197, 0.025], [-0.479, -0.602, -0.519], [0.383, 0.073, 0.799], [-0.649, 2.439, -2.567], [-0.249, -0.063, -1.786], [1.111, -0.344, 2.625], [-0.060, -1.092, 0.543], [0.578, -0.765, 0.427], [-0.330, 2.481, 0.451], [0.709, -1.839, -0.843], [-0.747, 0.400, -0.125], [-0.324, -0.228, -0.298], [0.157, -0.278, 0.158], [-0.127, 0.130, 0.223], [0.067, 0.144, 0.057], [0.623, -0.763, 0.590], [-0.567, 0.735, 0.306], [0.167, 0.009, -0.878], [-0.405, 0.986, -0.850], [0.123, 0.062, -0.397], [-0.303, 0.282, -0.111], [0.687, -0.086, 1.058], [-0.276, -1.208, 0.270], [0.874, 0.165, 0.454], [-0.072, -1.432, -0.359], [-0.556, 0.248, -1.174], [-0.026, -0.328, 0.509], [-0.224, 0.539, 0.333], [-0.141, -0.108, 0.080], [0.224, 0.431, -0.234], [-0.018, 0.612, 0.294], [0.698, 0.622, -1.758], [-1.540, 0.975, -0.477], [0.602, -0.773, 1.106], [-0.560, -0.394, 1.261], [0.420, -0.639, 0.393], [-0.207, 0.164, 0.446], [0.410, 0.065, -0.379], [0.097, 0.082, -0.628]], "homo_energy_ha": -0.446, "total_charge": 2, "homo_lumo_gap_ev": 5.8, "e_lumo_ev": -6.3}